(1)
# C2H2BaF

A structure of composition C2H2BaF (ωB97M-V/def2-TZVPD, the OMol25 dataset).

Gap between HOMO and LUMO = 6.38 eV
Energy above the lowest of the compared OMol25 structures with the same formula, charge and spin = 61.8 kcal per mole
E_HOMO = -11.8642 eV

The geometry in ORCA input format:
```
! wB97M-V def2-TZVPD RIJCOSX def2/J DEFGRID3
* xyz 1 1
H 0.46398 -0.53919 -1.57373
C -0.46343 0.03139 0.35738
Ba -3.02089 0.87124 0.40985
C 0.23382 -0.61947 -0.51495
F 1.89386 -0.18482 0.28531
H 0.89266 0.44084 1.03614
*
```

Mulliken atomic charges, in units of e: H 0.2712; C -0.7813; Ba 1.6853; C -0.0349; F -0.5076; H 0.3673

(2)
# CH3N2O2S

A cluster of 2 separate species, CH3N2O2S in total (ωB97M-V/def2-TZVPD, the OMol25 dataset).

Gap between HOMO and LUMO (alpha / beta) = 7.23 / 7.58 eV
Energy above the lowest of the compared OMol25 structures with the same formula, charge and spin = 105.5 kcal per mole
E_HOMO (alpha / beta) = -3.0650 / -3.4137 eV

The geometry in ORCA input format:
```
! wB97M-V def2-TZVPD RIJCOSX def2/J DEFGRID3
* xyz -1 1
S -1.90925 -0.12921 0.37723
H 3.08960 -1.47364 0.58161
C -0.25634 0.67196 -0.09900
N 1.45875 -0.82617 -0.22627
N 2.28173 -0.70885 0.65323
O -2.50411 1.23838 0.21200
H 0.18285 1.48456 0.36505
H -0.18441 0.83664 -1.14378
O -2.15881 -1.09368 -0.72007
*
```

Mulliken atomic charges, in units of e: S 0.4468; H 0.1534; C -0.6465; N -0.2156; N -0.2691; O -0.6151; H 0.4373; H 0.3045; O -0.5957

(3)
# C28H72O5

A cluster of 8 separate species, C28H72O5 in total (ωB97M-V/def2-TZVPD, the OMol25 dataset).

Gap between HOMO and LUMO = 10.01 eV
Energy above the lowest of the compared OMol25 structures with the same formula, charge and spin = 5.7 kcal per mole
SMILES = CCCCCC.CCCCCC.CCCCCC.CCO.CCO.CCO.CCO.CCO
E_HOMO = -9.6111 eV

The geometry in ORCA input format:
```
! wB97M-V def2-TZVPD RIJCOSX def2/J DEFGRID3
* xyz 0 1
H -0.34021 -1.03377 0.05806
C -1.40994 2.05838 3.15040
H 3.07297 5.50475 -4.46818
H 4.06573 -0.72227 -4.23995
H 2.74018 -3.61959 1.35427
H 2.69933 6.96020 -1.77899
H 1.59189 2.21956 2.00143
C 1.63446 -0.83072 -2.68304
H 3.87017 7.44985 -3.01425
C -4.65284 -2.12714 1.61983
H -5.55776 -1.22091 3.66024
H -7.89620 -1.98665 4.20079
H -8.18127 -5.14683 4.04087
H 1.85545 7.06512 -4.37940
H -7.10441 -2.85827 2.04337
H -1.84536 2.46468 -5.00778
H 2.46963 -0.79231 -5.31421
H -2.72596 2.19498 1.70907
H -5.40272 -1.67605 1.05512
H 0.02037 -2.11424 -2.07594
H 0.89416 0.10152 -0.05543
C 0.34085 4.60528 -4.40883
C 2.56147 4.44966 0.38032
H 4.35438 0.95646 3.07041
H 2.98575 -0.12927 1.35545
H -2.80959 -1.44817 0.91719
H 0.28498 -4.33967 -0.26350
H 4.62221 -3.54663 -1.76570
H -4.71294 -2.77105 3.65443
H -0.87030 2.89671 3.52755
O 4.86336 -3.46094 1.21293
C 0.15261 -0.54476 -0.52297
H 1.37350 0.29973 3.59751
C 5.00091 -4.56479 0.29762
H 1.02414 -5.62308 2.39051
O 1.13521 2.79733 1.30045
C 0.76426 -1.54240 -1.61894
C -5.28990 -2.29377 2.99745
C -1.02954 4.18665 -3.90564
H 3.78331 5.82421 -2.34415
H -2.58005 -1.51347 2.55809
C -6.60457 -3.05351 2.87197
H -1.96911 3.80494 1.92610
C 2.36156 6.10140 -3.87187
H 1.46252 -2.11729 -1.11776
H -4.56537 -3.15735 1.11434
O 1.87718 -3.69243 1.83347
H -1.80179 4.08345 -6.00899
H 4.33080 -5.34680 -1.64478
H 4.95490 -0.75273 2.79986
H -1.05748 3.45864 -3.17869
H -9.24576 -4.09384 4.97233
C -3.30490 -1.31284 1.64706
C 1.22536 -4.95586 1.57359
C 3.18171 -1.31398 -4.62508
C 0.09655 -4.81468 0.68408
H 2.39295 -1.27399 2.67995
C 2.85712 -0.27505 2.34217
H 3.99943 -0.35407 4.29927
H 1.45350 4.65689 -2.69374
C 4.19189 -0.12077 3.21834
H -0.56158 -4.13742 1.42049
H -9.09812 -4.26472 3.24976
O -1.93905 1.42386 4.30690
H -1.70422 -0.12291 -1.62604
C -2.48065 2.81431 2.45541
H 2.91244 4.63924 1.46357
H -6.18035 -3.96301 2.57032
H 3.41020 4.75454 -0.33427
C 2.05246 3.03665 0.18293
C 3.31634 6.60153 -2.77771
H 0.84324 3.65488 -4.62455
H -1.36050 0.73899 4.33056
H 1.65429 4.98841 0.12442
C -8.55650 -4.15672 4.07715
H 3.55470 -2.29062 -5.15846
C -0.74006 0.45055 -1.27020
H 4.62692 -5.40583 0.79451
H 3.14136 -4.17342 -0.67859
O 1.89620 0.68631 2.91750
C 2.29888 -1.89833 -3.52922
H -1.05336 1.20699 -0.43006
H 1.49696 2.72377 -0.67212
H -0.17767 1.11215 -2.05646
H 6.08338 -4.67105 0.02303
C -1.88854 3.56297 -5.03661
C -7.48747 -3.09176 4.13550
C 4.21865 -4.40560 -0.97466
H -7.01644 -3.22907 5.08556
H -1.01136 1.34542 2.48854
H -2.98102 3.87595 -4.84726
H 0.22534 5.10189 -5.44439
H 0.55947 6.20284 -2.73159
H 1.74043 -2.55356 -4.21696
H -1.45904 5.03540 -3.79827
H 2.70271 2.35824 0.22783
H 5.14321 -3.51079 2.10415
C 1.09344 5.38061 -3.22519
H -3.17966 3.09888 3.22125
H 1.12533 -0.00258 -3.04993
H 1.78726 -5.60896 1.09857
H 2.87827 -2.61575 -3.15168
H 2.44421 -0.40768 -2.23455
H -3.46166 -0.15473 1.83501
H -0.45725 -5.72833 0.62773
*
```

Here are the Mulliken charges for atoms 1 to 99, given in e: H 1.4008; C 0.4615; H 0.3043; H 0.3374; H 0.2253; H 0.1815; H 0.2865; C -0.8165; H 0.4291; C -0.6840; H 0.2193; H 0.2383; H 0.4108; H 0.2331; H 0.7143; H 0.2777; H 0.3237; H 0.2746; H 0.3710; H 0.6593; H -0.6381; C -0.6965; C -0.9016; H 0.3312; H 0.4662; H 0.5002; H 0.1195; H 0.2086; H 0.3951; H 0.3462; O -0.4909; C -0.5862; H 0.2363; C -0.4372; H 0.4602; O -0.3230; C -0.4581; C -0.4277; C -0.5031; H 0.3393; H 0.2168; C -1.2843; H 0.2453; C -0.2677; H -0.0928; H 0.3101; O -0.5085; H 0.3445; H 0.3197; H 0.3608; H 0.2713; H 0.2971; C -0.9609; C -0.5389; C -1.3122; C -0.6334; H 0.1278; C -0.1642; H 0.2851; H 0.1618; C -1.2102; H 0.0397; H 0.4952; O -0.5876; H 0.3222; C -1.3664; H 0.2895; H 0.4624; H 0.1383; C -0.6432; C -1.1864; H 0.2874; H 0.3185; H 0.2742; C -1.5217; H 0.3305; C -0.6715; H 0.3363; H -0.0563; O -0.4812; C -0.6649; H 0.1205; H 0.3169; H -0.0362; H 0.3301; C -1.2229; C -0.2887; C -0.4681; H 0.3359; H -0.0829; H 0.3159; H 0.3833; H 0.4874; H 0.3534; H 0.4563; H 0.5944; H 0.2607; C -0.5815; H 0.4290